# 1
DFT (ωB97M-V/def2-TZVPD) results for a 2-piece molecular cluster, C2H3ClNOP overall.

Results
ΔE to the lowest compared entry with this formula, charge and spin, kJ/mol: 187.1
Electronic energy, eV: -27470.276
HOMO energy, eV: -10.3672
Charge: 0

Structure (XYZ):
```
9
Properties=species:S:1:pos:R:3:forces:R:3:lowdin_charge:R:1
C 1.3498 -2.9357 0.8708 -0.73 0.80 0.42 -0.37
C -0.0094 0.1801 -0.0474 0.31 -2.59 1.93 0.04
N 2.1713 -3.6092 0.4495 0.55 -0.49 -0.36 0.11
O -1.1807 -2.4933 1.8104 -0.43 -0.29 -0.17 -0.40
P 0.0813 -1.8267 1.5252 0.12 2.46 -1.85 0.28
Cl 0.9838 -1.1564 3.1916 0.23 0.15 -0.06 0.33
H -0.0439 -0.2865 -1.0151 -0.03 -0.18 -0.18 0.00
H -0.9170 0.6480 0.2846 -0.25 0.04 0.16 0.00
H 0.9052 0.6899 0.1927 0.22 0.10 0.10 0.00
```
Positions in Å, forces in eV/Å.

---

# 2
DFT (ωB97M-V/def2-TZVPD) results for C22H29BCoF2N6OS2 as an isolated structure.

Results
<S²>: 3.788
ΔE to the lowest compared entry with this formula, charge and spin, kJ/mol: 0.0
Electronic energy, eV: -99682.464
HOMO energy (spin up / spin down), eV: -4.8785 / -5.5664
Charge: 0
Spin multiplicity: 4

Structure (XYZ):
```
64
Properties=species:S:1:pos:R:3:forces:R:3:lowdin_charge:R:1
Co -1.7762 -1.3162 2.1309 0.59 -0.05 -0.16 0.18
N -1.4188 -3.4086 2.0088 -0.25 -1.41 -0.82 -0.02
C -0.4390 -3.6467 0.8875 0.47 -0.55 1.59 -0.22
C 0.6833 -2.6405 1.0117 -0.47 1.18 0.78 -0.19
N -0.0500 -1.3232 0.9985 1.41 -0.19 -1.02 -0.13
C 0.8138 -0.1029 1.0959 -0.31 -0.79 0.92 -0.18
C -0.0817 1.1411 1.2126 -1.43 -1.29 0.30 -0.18
N -1.1951 0.7219 2.1854 0.97 2.33 0.07 -0.04
H -1.0756 -3.8740 2.8611 -0.09 0.28 -0.50 0.10
H -2.2997 -3.8979 1.7783 0.54 0.47 0.20 0.10
H -0.8720 -3.5755 -0.0965 -0.65 0.17 -0.15 0.11
H -0.0240 -4.6412 0.9851 0.14 -0.42 -0.21 0.11
H 1.3836 -2.7086 0.1948 0.28 -0.14 -0.54 0.10
H 1.2968 -2.7872 1.9388 -0.79 0.35 -0.47 0.13
H -0.5340 -1.3435 0.0815 0.36 0.46 0.58 0.12
H 1.4570 -0.0950 0.2506 0.70 0.50 -0.96 0.09
H 1.4833 -0.2486 1.9671 -0.51 0.17 -0.16 0.12
H -0.5484 1.3034 0.2488 -0.12 0.10 -0.28 0.10
H 0.3645 2.0917 1.5288 0.37 -0.49 -0.08 0.11
H -2.0293 1.3218 2.0310 0.76 -0.48 0.17 0.09
H -0.7584 1.0389 3.0635 -0.93 -0.36 0.00 0.09
S -3.9295 -0.8575 0.4700 -0.20 -0.02 0.57 0.45
C -4.3816 -0.9732 2.1258 -0.21 0.00 -0.03 -1.12
N -3.4942 -1.3319 3.0373 -1.67 0.77 0.89 -0.13
C -3.9966 -1.2407 4.3334 0.53 0.22 0.56 -0.29
C -3.1853 -1.3992 5.5115 -2.02 0.20 -1.23 -0.03
C -3.8221 -1.2927 6.7277 0.04 0.38 1.31 -0.11
C -5.2062 -0.9465 6.7953 0.92 -1.03 0.55 -0.11
C -5.9922 -0.8356 5.6648 1.04 -0.07 0.40 -0.11
C -5.3644 -0.8972 4.4239 0.41 -0.24 -0.32 -0.49
S -6.0080 -0.5597 2.8247 1.14 -0.60 -0.04 0.97
H -2.1401 -1.5531 5.3852 0.63 -0.33 0.04 0.08
H -3.2470 -1.4744 7.6949 -0.84 0.44 -1.43 0.12
H -5.6621 -0.8950 7.7855 0.02 -0.02 -0.32 0.10
H -7.0409 -0.7956 5.8199 -0.83 0.51 -0.30 0.09
F 1.0350 -3.1281 -2.6889 -0.05 0.13 -0.24 0.26
B 0.6992 -2.0482 -3.3739 1.06 2.78 0.31 -0.67
F -0.3401 -2.0609 -4.2057 0.64 0.02 0.45 0.26
C 1.9110 3.8628 -2.9221 -0.40 -0.68 0.47 -0.03
N 1.5639 2.6543 -3.6891 1.94 -0.43 0.33 -0.05
N 2.2363 1.4030 -3.2677 1.63 1.78 0.47 0.07
C 1.2756 0.4287 -3.3318 -2.41 -0.33 -0.92 -0.30
O 1.4885 -0.8649 -3.0982 -0.16 -3.73 0.26 0.16
C 0.0687 0.9522 -3.7519 0.89 1.65 -0.08 0.03
C 0.2563 2.3128 -3.9505 -0.96 -1.31 -0.10 -0.33
C -0.8065 3.1874 -4.4854 -1.20 -0.47 1.52 -0.05
C 3.6916 1.3285 -3.1096 -2.64 0.17 -0.64 -0.17
C 4.1936 0.2519 -2.3723 1.42 0.15 -0.05 -0.02
C 5.6038 0.1376 -2.1882 -1.51 -0.03 0.37 -0.08
C 6.4090 1.1453 -2.7121 0.39 0.19 -0.78 -0.12
C 5.8730 2.1718 -3.5287 0.85 0.65 -0.26 -0.10
C 4.4947 2.3073 -3.7249 0.45 0.53 -0.41 -0.05
H 2.8070 4.2619 -3.3273 0.61 0.73 -0.43 0.04
H 2.1676 3.6680 -1.8620 -0.59 -0.17 -0.27 0.10
H 1.0881 4.5869 -3.0140 0.32 -0.35 0.07 0.09
H -0.8647 0.5207 -4.0214 -0.23 -0.82 0.14 0.11
H -1.6099 2.4848 -4.7828 0.25 0.48 0.14 0.08
H -0.5579 3.7279 -5.3801 0.26 0.78 -0.10 0.07
H -1.2486 3.7747 -3.6165 0.44 0.05 -1.43 0.10
H 3.4953 -0.4754 -1.9704 0.28 0.10 -0.02 0.10
H 5.9706 -0.7316 -1.5839 -0.11 1.08 -0.72 0.12
H 7.4967 1.1413 -2.5998 -0.40 -0.21 0.10 0.10
H 6.6203 2.8822 -4.0475 -1.46 -1.11 1.00 0.13
H 4.0718 3.1601 -4.3568 0.62 -1.65 0.95 0.12
```
Positions in Å, forces in eV/Å.